# 1
{
  "formula": "C5H7NO",
  "method": "ωB97M-V/def2-TZVPD",
  "symbols": ["O", "C", "C", "C", "N", "C", "C", "H", "H", "H", "H", "H", "H", "H"],
  "positions_angstrom": [[2.293, -0.230, -1.449], [1.608, 0.547, -0.825], [0.324, 0.136, -0.167], [-0.859, -0.639, -0.772], [-1.309, -0.452, 0.671], [-0.769, 0.965, 0.524], [0.124, -0.825, 1.021], [1.907, 1.612, -0.707], [-1.490, -0.118, -1.498], [-0.695, -1.682, -1.054], [-1.398, 1.610, -0.099], [-0.532, 1.442, 1.481], [0.437, -0.484, 2.013], [0.359, -1.882, 0.862]],
  "forces_ev_per_a": [[-0.3, 0.4, 0.3], [0.2, -0.3, -0.2], [0.2, 0.1, -0.1], [-0.1, -0.2, -0.4], [-0.2, 0.0, 0.1], [-0.1, 0.4, 0.1], [0.2, -0.3, 0.3], [0.0, -0.1, 0.0], [0.1, -0.1, 0.1], [0.0, 0.2, 0.1], [0.1, -0.1, 0.1], [0.0, -0.1, -0.1], [0.0, 0.0, -0.2], [0.0, 0.2, 0.0]],
  "gap_ev": 9.84,
  "de_lowest_kcal_mol": 81.9,
  "e_homo_ev": -9.164
}

# 2
{
  "formula": "C5H7NO",
  "method": "ωB97M-V/def2-TZVPD",
  "symbols": ["O", "C", "C", "N", "C", "C", "C", "H", "H", "H", "H", "H", "H", "H"],
  "positions_angstrom": [[1.479, 2.227, -0.228], [1.516, 1.206, -0.753], [1.570, -0.814, 0.336], [0.249, -0.722, 0.090], [-0.795, -0.110, 0.947], [-1.565, 0.271, -0.350], [-0.338, -0.260, -1.048], [2.151, -1.362, -0.399], [1.861, -0.931, 1.375], [-0.402, 0.741, 1.515], [-1.278, -0.830, 1.614], [-1.743, 1.347, -0.469], [-2.513, -0.262, -0.503], [-0.161, -0.623, -2.053]],
  "forces_ev_per_a": [[0.0, -0.6, -0.3], [0.0, 0.7, 0.2], [-0.1, -1.0, 0.4], [0.3, 1.3, -0.5], [0.0, 0.0, 0.1], [-0.1, -0.1, 0.1], [-0.4, -0.6, 0.0], [0.0, 0.3, 0.0], [-0.1, 0.0, -0.1], [0.0, -0.2, -0.1], [0.1, 0.1, -0.2], [0.1, -0.2, 0.0], [0.2, 0.1, 0.0], [0.1, 0.1, 0.2]],
  "gap_ev": 8.33,
  "de_lowest_kcal_mol": 89.9,
  "e_homo_ev": -7.295
}

# 3
{
  "formula": "C5H7NO",
  "method": "ωB97M-V/def2-TZVPD",
  "symbols": ["C", "C", "O", "C", "C", "C", "N", "H", "H", "H", "H", "H", "H", "H"],
  "positions_angstrom": [[1.339, 1.298, 0.769], [-0.155, 1.085, 0.636], [-0.947, 1.875, 1.098], [-0.640, -0.100, -0.113], [-0.134, -0.872, -1.308], [-0.508, -1.542, -0.034], [-1.799, -0.910, 0.212], [1.696, 1.937, -0.046], [1.907, 0.364, 0.754], [1.517, 1.829, 1.708], [-0.802, -0.952, -2.171], [0.926, -0.797, -1.554], [0.015, -2.200, 0.646], [-2.414, -1.014, -0.598]],
  "forces_ev_per_a": [[0.1, 0.0, 0.0], [-0.2, 0.2, 0.1], [0.3, -0.3, -0.1], [0.0, 0.3, 0.1], [0.1, 0.0, -0.2], [0.2, -0.2, 0.1], [-0.2, 0.0, -0.1], [-0.1, -0.1, 0.1], [-0.1, 0.1, 0.0], [0.0, -0.1, -0.1], [0.1, 0.0, 0.2], [-0.1, 0.0, 0.1], [-0.1, 0.2, -0.1], [0.1, 0.0, 0.0]],
  "gap_ev": 10.68,
  "de_lowest_kcal_mol": 67.8,
  "e_homo_ev": -9.783
}

# 4
{
  "formula": "C5H7NO",
  "method": "ωB97M-V/def2-TZVPD",
  "symbols": ["C", "C", "C", "O", "C", "N", "C", "H", "H", "H", "H", "H", "H", "H"],
  "positions_angstrom": [[0.118, 0.614, -1.916], [-0.222, 0.215, -0.508], [-1.337, -0.541, -0.134], [-1.590, -1.324, 0.819], [1.012, -0.118, 1.464], [0.279, -0.217, 2.521], [1.451, -0.064, 0.280], [0.760, 1.496, -1.909], [-0.752, 0.856, -2.545], [0.643, -0.214, -2.411], [-2.163, -0.260, -0.845], [-0.532, -0.847, 2.339], [0.066, 0.648, 3.006], [2.427, -0.147, -0.223]],
  "forces_ev_per_a": [[0.2, 0.1, 0.0], [1.5, -0.9, 0.5], [0.5, 0.5, -0.1], [0.5, 0.4, 0.2], [-0.5, 0.1, -0.3], [0.0, 0.2, -0.4], [-1.8, 0.0, -0.6], [0.0, 0.0, -0.2], [0.0, -0.1, 0.5], [0.0, 0.3, -0.1], [0.3, -0.3, 0.2], [0.0, -0.2, -0.1], [0.1, -0.1, 0.1], [-1.0, -0.1, 0.3]],
  "gap_ev": 7.44,
  "de_lowest_kcal_mol": 115.6,
  "e_homo_ev": -7.435
}

# 5
{
  "formula": "C5H7NO",
  "method": "ωB97M-V/def2-TZVPD",
  "symbols": ["C", "N", "O", "C", "C", "C", "C", "H", "H", "H", "H", "H", "H", "H"],
  "positions_angstrom": [[1.496, 1.347, 0.553], [0.652, 1.713, 1.389], [-0.647, 1.236, 1.001], [-0.361, 0.182, 0.045], [1.065, 0.242, -0.310], [-1.065, -1.188, 0.301], [-1.393, -0.458, -0.968], [2.571, 1.652, 1.024], [1.612, -0.635, 0.016], [1.298, 0.187, -1.443], [-0.264, -2.090, 0.105], [-1.562, -1.133, 1.277], [-0.970, -0.958, -1.923], [-2.433, -0.095, -1.067]],
  "forces_ev_per_a": [[4.4, 0.5, 1.9], [-2.7, 1.2, 0.6], [0.8, -0.8, -0.8], [-2.7, -2.2, -0.8], [1.4, -0.8, -2.7], [4.1, -0.9, 0.0], [-0.1, 0.3, 0.0], [-2.3, -0.9, -2.1], [0.1, -0.4, 0.4], [-0.4, 1.0, 1.7], [-2.3, 2.1, 1.0], [-0.5, -0.5, -0.8], [-0.7, 1.2, 1.7], [0.9, 0.1, 0.0]],
  "gap_ev": 9.72,
  "de_lowest_kcal_mol": 104.6,
  "e_homo_ev": -8.814
}

# 6
{
  "formula": "C5H7NO",
  "method": "ωB97M-V/def2-TZVPD",
  "symbols": ["C", "C", "C", "N", "C", "O", "C", "H", "H", "H", "H", "H", "H", "H"],
  "positions_angstrom": [[1.350, 1.324, -0.580], [0.298, 0.408, -0.036], [0.256, -0.147, 1.250], [-0.736, -1.042, 1.431], [-1.678, -0.647, 0.371], [-2.867, -0.676, 0.439], [-0.744, -0.223, -0.738], [2.097, 1.555, 0.187], [0.917, 2.267, -0.928], [1.868, 0.865, -1.429], [1.024, -0.026, 2.011], [-0.360, -1.999, 0.353], [-1.080, 0.017, -1.741], [-0.346, -1.676, -0.590]],
  "forces_ev_per_a": [[0.0, 0.0, 0.0], [0.0, -0.1, 0.0], [0.1, 0.0, 0.0], [0.1, 0.1, -0.1], [-0.4, -0.2, -0.2], [0.6, 0.0, 0.0], [0.0, 0.2, 0.0], [-0.1, 0.0, -0.1], [0.1, -0.1, 0.1], [-0.1, 0.1, 0.1], [-0.1, 0.0, -0.1], [-0.1, 0.2, 0.1], [0.0, 0.0, 0.1], [0.0, 0.0, 0.0]],
  "gap_ev": 9.50,
  "de_lowest_kcal_mol": 90.0,
  "e_homo_ev": -9.770
}

# 7
{
  "formula": "C5H7NO",
  "method": "ωB97M-V/def2-TZVPD",
  "symbols": ["C", "C", "C", "C", "C", "N", "O", "H", "H", "H", "H", "H", "H", "H"],
  "positions_angstrom": [[-0.560, 1.578, 0.567], [0.319, 0.687, -0.246], [1.093, -0.516, 0.113], [-1.330, -0.667, -1.388], [1.502, -1.503, 0.893], [-0.117, -0.289, -1.174], [1.707, 0.819, -0.307], [-0.975, 2.362, -0.068], [-1.390, 1.017, 0.999], [0.028, 2.004, 1.377], [-2.193, -0.054, -1.143], [-1.479, -1.567, -1.965], [2.471, -1.467, 1.362], [0.921, -2.405, 0.979]],
  "forces_ev_per_a": [[0.2, 0.0, -0.2], [-1.3, -1.9, 0.0], [2.4, 3.0, 2.3], [0.7, 0.5, -0.1], [0.1, 0.1, -0.4], [-1.6, 0.7, -2.4], [-0.5, -2.3, 0.6], [0.0, 0.1, 0.1], [0.0, -0.1, -0.1], [0.0, 0.1, -0.1], [0.0, -0.1, 0.4], [0.0, -0.1, -0.1], [0.3, -0.1, -0.4], [-0.4, 0.1, 0.3]],
  "gap_ev": 8.74,
  "de_lowest_kcal_mol": 127.9,
  "e_homo_ev": -7.948
}

# 8
{
  "formula": "C5H7NO",
  "method": "ωB97M-V/def2-TZVPD",
  "symbols": ["C", "C", "C", "C", "O", "C", "N", "H", "H", "H", "H", "H", "H", "H"],
  "positions_angstrom": [[1.317, 1.060, -1.003], [0.567, -0.025, -0.278], [-0.893, -0.151, -0.433], [-1.674, -0.357, 0.799], [-1.106, -0.501, 1.931], [1.199, -0.989, 0.499], [1.584, -1.802, 1.260], [2.393, 0.948, -0.838], [1.045, 2.074, -0.670], [1.154, 1.022, -2.092], [-0.116, -0.398, 1.814], [-1.347, 0.664, -1.014], [-1.235, -1.067, -0.975], [-2.742, -0.570, 0.811]],
  "forces_ev_per_a": [[0.1, 0.1, -0.1], [0.0, 0.0, 0.0], [-0.1, 0.1, 0.1], [0.0, -0.1, 0.1], [0.2, 0.1, -0.1], [0.2, -0.5, 0.6], [-0.3, 0.6, -0.6], [-0.2, 0.0, 0.0], [0.0, -0.2, -0.1], [0.0, 0.0, 0.2], [-0.2, 0.0, 0.1], [0.0, -0.1, 0.1], [0.1, 0.0, 0.0], [0.1, 0.1, -0.1]],
  "gap_ev": [6.44, 5.65],
  "de_lowest_kcal_mol": 86.6,
  "e_homo_ev": [-7.033, -6.734]
}

# 9
{
  "formula": "C5H7NO",
  "method": "ωB97M-V/def2-TZVPD",
  "symbols": ["O", "C", "C", "C", "C", "C", "N", "H", "H", "H", "H", "H", "H", "H"],
  "positions_angstrom": [[0.889, 0.919, 2.081], [0.301, -0.064, 2.301], [-0.519, -1.006, 0.558], [-1.019, -0.195, -0.564], [-0.182, 1.059, -0.800], [1.020, 0.097, -0.901], [0.153, -1.118, -0.737], [-0.262, -1.000, 2.176], [-1.111, -1.913, 0.741], [-1.970, -0.401, -1.054], [-0.177, 1.809, -0.006], [-0.410, 1.546, -1.751], [1.809, 0.190, -0.150], [1.478, 0.077, -1.893]],
  "forces_ev_per_a": [[-0.5, -0.8, 0.2], [0.5, 0.9, -0.1], [-0.1, -0.1, 0.0], [-0.4, 0.1, -0.1], [0.0, 0.1, 0.0], [0.3, 0.1, 0.0], [0.1, -0.2, -0.1], [0.0, -0.1, -0.1], [0.1, 0.1, 0.0], [0.1, 0.0, 0.1], [0.0, -0.1, -0.2], [0.0, -0.1, 0.1], [-0.1, 0.0, -0.1], [-0.1, 0.0, 0.2]],
  "gap_ev": 8.40,
  "de_lowest_kcal_mol": 154.9,
  "e_homo_ev": -7.982
}

# 10
{
  "formula": "C5H7NO",
  "method": "ωB97M-V/def2-TZVPD",
  "symbols": ["H", "N", "C", "O", "C", "C", "C", "C", "H", "H", "H", "H", "H", "H"],
  "positions_angstrom": [[0.756, 2.844, -1.517], [0.024, 2.424, -0.940], [-0.021, 1.164, -0.896], [0.751, 0.147, -1.432], [-0.013, -0.936, -0.739], [0.542, -1.251, 0.660], [-0.275, -0.083, 1.253], [-0.902, 0.217, -0.134], [-0.096, -1.813, -1.406], [1.627, -1.166, 0.643], [0.283, -2.216, 1.121], [0.339, 0.712, 1.680], [-1.041, -0.388, 1.965], [-1.974, 0.344, -0.256]],
  "forces_ev_per_a": [[0.0, -0.4, 0.1], [0.0, -0.8, -0.2], [-0.1, 0.0, 0.0], [0.5, -0.2, 0.1], [0.4, 0.4, -0.2], [0.3, 0.1, 0.0], [0.0, 0.1, 0.2], [-0.2, -0.3, -0.1], [-0.8, 0.8, 0.0], [0.1, 0.1, 0.4], [-0.1, 0.2, -0.6], [-0.3, 0.1, -0.1], [0.2, -0.1, 0.1], [0.1, -0.1, 0.2]],
  "gap_ev": 10.91,
  "de_lowest_kcal_mol": 48.6,
  "e_homo_ev": -9.869
}